A cluster of 13 separate species, C72H116ClF10N16O23S10 in total. Source: the OMol25 dataset; level of theory: wB97M-V/def2-TZVPD.

Cartesian coordinates (Å):
1 C -34.06031 27.27644 13.53287
2 C -32.58702 27.30232 13.17815
3 N -31.66745 26.84050 14.36163
4 C -30.30346 27.12952 13.73354
5 C -31.92455 27.55778 15.72348
6 C -31.71571 29.14765 15.76738
7 C -31.86497 25.27719 14.64707
8 C -32.06839 24.37523 13.42606
9 O -31.09890 24.64471 12.46694
10 C -31.27299 24.00095 11.22935
11 H -34.74008 27.37204 12.68620
12 H -34.46707 28.15729 14.02958
13 H -34.31523 26.39720 14.12454
14 H -32.27947 28.30896 12.89500
15 H -32.50326 26.66108 12.30071
16 H -29.55199 26.59598 14.31553
17 H -30.13312 28.20333 13.81120
18 H -30.19700 26.87604 12.67878
19 H -31.28561 27.14998 16.50677
20 H -32.96067 27.30120 15.94419
21 H -31.91025 29.43291 16.80125
22 H -32.24137 29.70221 14.99006
23 H -30.65793 29.27271 15.53600
24 H -32.73042 25.25909 15.30946
25 H -30.98209 24.98368 15.21495
26 H -33.09406 24.47689 13.07144
27 H -32.00887 23.37349 13.85159
28 H -32.19359 24.31335 10.73639
29 H -31.36104 22.93945 11.46081
30 H -30.36449 24.24632 10.67932
31 C -27.09545 24.59223 14.71405
32 C -27.87177 23.92875 13.54260
33 N -27.56503 22.38555 13.32954
34 C -28.25101 22.04457 11.95688
35 C -26.08597 22.00405 13.21538
36 C -25.31722 23.03025 12.24699
37 C -28.20941 21.58808 14.47057
38 C -28.11962 20.06220 14.42049
39 O -28.81357 19.51939 15.57421
40 C -28.39232 18.23638 15.94147
41 H -27.33405 24.11234 15.66320
42 H -27.27623 25.65454 14.87805
43 H -26.01261 24.59027 14.58942
44 H -27.59381 24.35695 12.57954
45 H -28.94841 24.05746 13.65380
46 H -27.76883 22.60258 11.15424
47 H -29.32546 22.22801 11.95367
48 H -28.08018 20.98029 11.79499
49 H -26.05541 21.00337 12.78434
50 H -25.70067 22.00286 14.23500
51 H -24.43275 22.55419 11.82370
52 H -25.00460 23.91369 12.80367
53 H -25.89468 23.40736 11.40293
54 H -29.26468 21.85824 14.43124
55 H -27.79695 21.98095 15.39989
56 H -27.08874 19.70856 14.43881
57 H -28.52870 19.73091 13.46603
58 H -29.05230 17.80924 16.69649
59 H -27.42530 18.29040 16.44152
60 H -28.38957 17.53460 15.10744
61 C -29.16968 23.03778 21.38852
62 C -30.32282 22.19271 20.63186
63 N -30.07115 20.66932 20.42892
64 C -31.21850 20.16278 19.43072
65 C -28.61444 20.40716 19.92847
66 C -28.13793 20.99500 18.62885
67 C -30.37981 20.19015 21.88158
68 C -30.11960 18.72448 22.07021
69 O -28.79090 18.34298 21.79546
70 C -28.59245 16.94934 21.97897
71 H -29.36557 24.10724 21.46577
72 H -28.22013 23.00396 20.85436
73 H -28.81029 22.64194 22.33839
74 H -30.29276 22.46189 19.57605
75 H -31.35280 22.39503 20.92564
76 H -31.07868 19.10727 19.19744
77 H -31.12535 20.61762 18.44454
78 H -32.19754 20.41880 19.83576
79 H -28.85746 19.38840 19.62648
80 H -27.99995 20.70135 20.77932
81 H -28.96492 21.09672 17.92612
82 H -27.37795 20.35299 18.18348
83 H -27.86057 22.04910 18.62269
84 H -31.38571 20.48780 22.17768
85 H -29.72532 20.71804 22.57517
86 H -30.87801 18.14911 21.53929
87 H -30.32760 18.43800 23.10111
88 H -29.28999 16.28263 21.47199
89 H -28.75566 16.66743 23.01916
90 H -27.56212 16.64320 21.79785
91 C -21.43549 10.45700 22.93861
92 N -22.19820 11.59478 22.39435
93 C -22.98270 11.46062 21.28185
94 C -23.53426 12.60358 20.79879
95 C -23.24590 13.85572 21.39670
96 C -22.57720 13.94709 22.61344
97 C -22.05309 12.77232 23.07952
98 C -23.82840 15.11951 20.86022
99 C -23.38875 15.56834 19.58169
100 C -23.71864 16.85247 19.12372
101 N -24.63453 17.60134 19.86144
102 C -24.90541 17.23841 21.13327
103 C -24.57443 15.98781 21.63949
104 C -24.99568 18.96522 19.38554
105 H -21.91467 9.58174 22.49996
106 H -21.42627 10.48329 24.02825
107 H -20.40020 10.43869 22.59811
108 H -22.97574 10.48083 20.82755
109 H -24.14657 12.57785 19.90951
110 H -22.42202 14.88011 23.13479
111 H -21.46921 12.66894 23.98218
112 H -22.71200 15.04952 18.91893
113 H -23.36241 17.24109 18.18113
114 H -25.54559 17.90683 21.68984
115 H -25.05669 15.55431 22.50315
116 H -25.58367 19.48307 20.14329
117 H -25.75030 18.84150 18.60879
118 H -24.09029 19.50036 19.09914
119 C -27.30246 21.90801 7.49640
120 N -27.98136 23.22673 7.66403
121 C -27.31947 24.27181 8.23044
122 C -27.99467 25.52501 8.32629
123 C -29.33219 25.70293 7.99851
124 C -29.99107 24.59074 7.47246
125 C -29.31741 23.37816 7.30193
126 C -30.08458 26.97218 8.30853
127 C -31.13526 27.49852 7.49288
128 C -31.92658 28.53674 7.83696
129 N -31.94899 29.00137 9.14092
130 C -31.06662 28.48767 10.03088
131 C -30.08943 27.52493 9.62652
132 C -32.86312 30.15103 9.53304
133 H -27.97965 21.23383 6.97198
134 H -27.10457 21.51547 8.49381
135 H -26.33699 22.05077 7.01102
136 H -26.27138 24.15089 8.46128
137 H -27.40836 26.34258 8.71900
138 H -31.05625 24.64433 7.30240
139 H -29.74656 22.47686 6.88974
140 H -31.20103 27.09682 6.49252
141 H -32.60533 29.11828 7.23074
142 H -31.08372 28.92307 11.01908
143 H -29.33808 27.20998 10.33552
144 H -32.46750 31.11200 9.20425
145 H -32.97258 30.20760 10.61607
146 H -33.87550 30.02511 9.14924
147 C -23.21228 27.38830 12.74955
148 N -22.35289 26.26648 12.33679
149 C -22.84605 25.46220 11.33495
150 C -22.04161 24.44990 10.78524
151 C -20.71742 24.34445 11.21679
152 C -20.26734 25.09155 12.34273
153 C -21.14459 26.12819 12.79973
154 C -19.64419 23.52973 10.54000
155 C -19.55980 22.21528 10.79624
156 C -18.53237 21.38053 10.24760
157 N -17.61673 21.96824 9.42400
158 C -17.68448 23.29709 9.14111
159 C -18.76937 24.04861 9.64193
160 C -16.54733 21.09482 8.88873
161 H -24.10260 27.00111 13.24504
162 H -23.54612 27.92729 11.86291
163 H -22.69140 28.20086 13.25605
164 H -23.84969 25.73253 11.04163
165 H -22.37668 23.78110 10.00624
166 H -19.26349 24.89796 12.69085
167 H -20.82009 26.80241 13.57853
168 H -20.18789 21.62886 11.45046
169 H -18.35680 20.34726 10.50823
170 H -16.93450 23.73877 8.50170
171 H -18.82005 25.08029 9.32657
172 H -17.07060 20.22551 8.49049
173 H -15.91571 20.84273 9.74055
174 H -16.05247 21.57957 8.04715
175 C -34.63802 21.13504 13.42825
176 N -33.67247 20.05731 13.28822
177 C -32.70356 19.94605 14.22548
178 C -31.77547 18.89397 14.13704
179 C -31.82548 18.01698 13.10098
180 C -32.74815 18.28018 12.10495
181 C -33.73725 19.22787 12.21681
182 C -30.76115 16.94171 12.96965
183 C -29.91294 16.92163 11.86856
184 C -28.83909 15.98457 11.76863
185 N -28.72774 15.09710 12.76051
186 C -29.49002 15.10497 13.88352
187 C -30.63180 15.97597 13.99667
188 C -27.59287 14.12199 12.72485
189 H -35.42410 20.98008 12.68922
190 H -33.98226 21.99610 13.29921
191 H -34.95483 21.13888 14.47118
192 H -32.63754 20.72934 14.96610
193 H -31.08813 18.71201 14.94996
194 H -32.68965 17.59825 11.26951
195 H -34.63268 19.27700 11.61498
196 H -29.92806 17.68079 11.10055
197 H -28.06597 15.97892 11.01454
198 H -29.38579 14.28719 14.58122
199 H -31.33520 15.94028 14.81542
200 H -27.39010 14.00536 11.66023
201 H -27.75266 13.24825 13.35662
202 H -26.76380 14.55360 13.28563
203 N -29.09945 26.25918 17.01330
204 S -28.27137 27.33188 17.66492
205 O -26.84304 27.03819 17.81124
206 O -28.92298 28.20661 18.63082
207 F -28.27505 28.33131 16.33093
208 S -29.03049 25.21960 18.31972
209 O -29.87553 25.60900 19.45219
210 O -27.89706 24.41351 18.61955
211 F -29.86853 23.91270 17.75506
212 N -25.01795 13.94676 16.99707
213 S -25.77755 12.69596 17.00632
214 O -26.48457 12.39193 15.76055
215 O -26.19521 12.13243 18.27542
216 F -24.44374 11.81337 16.84890
217 S -26.29877 14.89543 17.40737
218 O -26.50561 14.99435 18.86459
219 O -27.44051 14.90963 16.51600
220 F -25.57152 16.29069 17.05530
221 N -31.11142 21.66365 9.05623
222 S -32.57226 21.53846 8.96840
223 O -33.28790 21.60763 10.21102
224 O -33.22229 20.79376 7.89559
225 F -32.86465 23.02701 8.46834
226 S -30.89137 20.22077 9.86523
227 O -31.34222 18.95080 9.30068
228 O -30.78135 20.44949 11.30451
229 F -29.31408 20.21956 9.51280
230 N -24.41422 22.68302 8.85088
231 S -23.65688 21.37827 9.07654
232 O -22.69003 21.32242 10.16582
233 O -23.40790 20.45028 7.95947
234 F -24.81711 20.67200 9.87230
235 S -23.47625 23.19588 7.52087
236 O -23.97229 22.77616 6.21256
237 O -22.07389 23.34592 7.62342
238 F -23.90654 24.74507 7.43081
239 N -25.40148 16.27128 11.84995
240 S -25.68258 17.71183 12.28524
241 O -27.00610 18.23318 12.02922
242 O -24.58535 18.64917 12.15277
243 F -25.74668 17.49721 13.83319
244 S -24.51046 16.50742 10.39361
245 O -23.02356 16.67747 10.50754
246 O -25.11303 17.17485 9.26805
247 F -24.57579 14.96448 9.82032
248 Cl -24.48374 20.15150 16.21405

Forces on atoms 1 to 2 (eV/Å):
-0.9 0.8 0.4
-1.4 0.1 1.1

## Properties
Total charge: +5
Frontier orbital gap (eV): 3.46
LUMO level (eV): -10.9